Entry 1:
52
Properties=species:S:1:pos:R:3 method="wB97M-V/def2-TZVPD" e_homo_ev=-3.59 total_charge=-1 e_above_lowest_kcal_mol=7.8
C 1.6119 0.6916 1.7854
C 2.0886 -0.5021 2.2419
C 1.4653 -1.2445 3.2891
N 1.0568 -1.8226 4.2199
C 3.3048 -1.1062 1.7705
N 4.2925 -1.6336 1.4174
C 2.4779 1.5583 0.9839
C 3.1255 1.0820 -0.1753
C 3.9974 1.8933 -0.8951
C 4.2914 3.1971 -0.4475
C 3.6524 3.6836 0.7133
C 2.7370 2.8850 1.3982
H 0.6783 1.0991 2.1604
H 2.9433 0.0534 -0.4904
H 4.4733 1.5101 -1.8001
H 4.9926 3.8233 -0.9983
H 3.8873 4.6830 1.0819
H 2.2625 3.2341 2.3235
C 0.7782 -0.6676 -2.6611
O 0.5692 -0.3945 -1.1893
C -0.6363 -0.1894 -0.6898
S -1.2697 -1.3248 0.5369
C -1.2877 -2.9030 -0.3149
C -2.4629 -3.3134 -0.9453
C -2.4996 -4.5629 -1.5663
C -1.3659 -5.3857 -1.5733
C -0.1876 -4.9490 -0.9551
C -0.1388 -3.7069 -0.3198
O -0.2769 -1.5300 1.5673
O -2.6248 -0.9209 0.8605
S -1.9095 0.6743 -1.6451
C -2.4547 1.7890 -0.3580
C -3.7790 1.7697 0.0761
C -4.1435 2.6153 1.1278
C -3.1796 3.4102 1.7548
C -1.8444 3.3945 1.3144
C -1.4761 2.5599 0.2556
O -1.2660 1.4773 -2.6723
O -3.0298 -0.1806 -1.9593
H 1.8602 -0.7789 -2.7352
H 0.2472 -1.5822 -2.9330
H 0.4175 0.2107 -3.1958
H -3.3306 -2.6524 -0.9320
H -3.4298 -4.8902 -2.0247
H -1.4138 -6.3737 -2.0285
H 0.6943 -5.5872 -0.9369
H 0.7632 -3.3661 0.1942
H -4.4986 1.0993 -0.3893
H -5.1855 2.6350 1.4533
H -3.4561 4.0470 2.5990
H -1.0838 4.0203 1.7803
H -0.4373 2.4717 -0.0737

Entry 2:
55
Properties=species:S:1:pos:R:3 method="wB97M-V/def2-TZVPD" e_homo_ev=-10.64 total_charge=+1 e_above_lowest_kcal_mol=7.8
Pd -0.6126 -0.6981 0.2821
N -4.3766 0.1992 -1.0114
C -4.2408 1.3605 -0.2609
C -5.0922 2.4388 -0.0437
C -4.6211 3.4278 0.7940
C -3.3540 3.3488 1.3996
C -2.5137 2.2795 1.1803
C -2.9795 1.2820 0.3266
N -2.3885 0.0917 -0.0747
C -3.2487 -0.5254 -0.8587
C -2.9439 -1.8240 -1.4478
C -3.7408 -2.6580 -2.1684
S -2.8765 -4.0683 -2.5706
C -1.5058 -3.4619 -1.7558
N -1.6682 -2.2918 -1.2157
H -5.1863 -0.0765 -1.5397
H -6.0740 2.4976 -0.4932
H -5.2486 4.2835 1.0024
H -3.0423 4.1417 2.0651
H -1.5490 2.1941 1.6624
H -4.7697 -2.5301 -2.4628
H -0.5842 -4.0224 -1.7021
O 6.0225 -1.8972 1.2550
C 5.0697 -2.8433 1.6863
C 3.6983 -2.3428 1.3322
C 2.5653 -2.9301 1.8800
C 1.3221 -2.4467 1.5339
N 1.1729 -1.4368 0.6700
C 2.2580 -0.8551 0.1234
C 3.5308 -1.2921 0.4418
C 1.9916 0.2760 -0.8057
C 2.9946 1.0303 -1.3873
C 2.6546 2.0930 -2.2164
C 3.7388 2.9108 -2.8785
O 4.9117 2.9963 -2.0993
C 1.3094 2.3611 -2.4253
C 0.3612 1.5541 -1.8222
N 0.6919 0.5352 -1.0352
H 6.9028 -2.1913 1.5066
H 5.1191 -3.0126 2.7663
H 5.2183 -3.8107 1.1911
H 2.6391 -3.7422 2.5910
H 0.4138 -2.8386 1.9665
H 4.4025 -0.8169 0.0197
H 4.0383 0.8264 -1.1965
H 3.3496 3.8954 -3.1510
H 4.0308 2.4125 -3.8052
H 4.7689 3.6132 -1.3737
H 0.9946 3.1880 -3.0484
H -0.6984 1.7302 -1.9609
N -4.3344 -1.0093 5.1257
C -3.4399 -0.4961 4.6055
N -2.4551 0.1413 3.9978
C -1.7086 -0.3104 3.1015
N -0.9178 -0.6800 2.3040